47
Properties=species:S:1:pos:R:3:forces:R:3 method="wB97M-V/def2-TZVPD" lumo_energy_ev=0.41 gap_ev=8.6 smiles="Cc1ccc(NC(=O)C2CCN(S(=O)(=O)c3cccs3)CC2)cc1C"
C -1.538055 3.354695 3.622867 0.06 -0.04 -0.02
C -0.915209 2.233040 2.849283 -0.04 -0.03 -0.02
C -1.710628 1.261081 2.258316 0.13 0.01 -0.01
C -1.157373 0.218585 1.542108 0.18 -0.10 0.04
C 0.223009 0.136557 1.391340 -0.12 0.24 0.23
N 0.729142 -0.923692 0.630711 -0.33 -0.11 0.02
C 2.011428 -1.331216 0.484144 0.04 -0.53 -0.17
O 2.974967 -0.813763 1.009765 0.26 0.21 0.11
C 2.190664 -2.533709 -0.452119 0.25 0.04 0.04
C 1.053539 -3.569944 -0.422422 -0.08 0.10 -0.16
C 0.094951 -3.394546 -1.607735 -0.22 -0.74 0.04
N -0.088522 -1.981159 -1.895473 -0.87 0.11 -0.45
S -1.434309 -1.654231 -2.859087 0.15 0.48 0.16
O -2.515454 -2.451173 -2.366372 -0.05 -0.04 0.25
O -1.091624 -1.722152 -4.249468 0.15 0.12 0.08
C -1.758720 0.029714 -2.431622 -0.15 -0.57 0.05
C -1.164164 1.164449 -2.896119 0.07 -0.27 -0.12
C -1.682484 2.324745 -2.285316 -0.04 0.02 0.08
C -2.658198 2.040223 -1.380473 -0.07 -0.51 0.01
S -2.970142 0.356735 -1.262416 0.04 0.44 -0.23
C 1.116604 -1.330427 -2.398639 0.48 0.52 -0.37
C 2.383668 -2.016268 -1.883609 -0.15 -0.02 0.14
C 1.028611 1.099134 1.987105 0.14 0.00 -0.03
C 0.473311 2.140466 2.715116 -0.18 -0.11 -0.08
C 1.369125 3.158754 3.351001 -0.04 -0.03 -0.02
H -1.266796 4.317817 3.191171 -0.02 0.13 0.04
H -2.621564 3.267542 3.622072 -0.07 0.04 0.03
H -1.191482 3.347813 4.655852 -0.02 0.09 0.11
H -2.784745 1.315662 2.363488 -0.14 0.02 0.04
H -1.792164 -0.537763 1.103451 -0.01 -0.07 0.01
H 0.035745 -1.415648 0.077688 0.15 0.14 0.04
H 3.126267 -3.002739 -0.132706 -0.15 0.15 0.04
H 0.508881 -3.499955 0.520489 -0.01 -0.07 -0.01
H 1.475663 -4.574293 -0.476932 -0.03 0.01 0.02
H 0.477995 -3.918015 -2.493367 -0.02 -0.02 0.07
H -0.892378 -3.798519 -1.380572 0.18 -0.15 0.00
H -0.401852 1.158801 -3.652900 0.16 -0.01 -0.16
H -1.344403 3.319336 -2.511581 0.03 0.18 -0.02
H -3.215981 2.727980 -0.777215 -0.14 0.16 0.13
H 1.104146 -1.338101 -3.495864 0.14 0.05 0.13
H 1.085001 -0.290290 -2.059380 0.10 -0.05 -0.06
H 2.642589 -2.858644 -2.527049 0.04 0.01 -0.02
H 3.210037 -1.305482 -1.912019 0.00 -0.04 -0.06
H 2.098578 1.024820 1.884470 0.05 0.00 -0.01
H 1.147624 4.156507 2.973171 0.03 0.11 0.02
H 2.411713 2.932347 3.146286 0.08 0.03 0.01
H 1.222986 3.174925 4.430560 0.04 0.07 0.10

---

20
Properties=species:S:1:pos:R:3:forces:R:3 method="wB97M-V/def2-TZVPD" lumo_energy_ev="-1.12 / -3.34" gap_ev="8.2 / 3.5"
C 1.691647 -1.150035 1.727984 -3.04 0.59 -0.90
C 0.601514 -2.992547 1.726984 -1.15 0.28 1.28
C 0.453083 -0.889974 1.096807 1.08 -0.98 -0.40
C -1.149208 1.685213 -1.047032 -0.04 1.78 -0.05
C -0.999354 0.401590 -0.674096 0.68 0.45 0.50
C -0.387373 2.824872 -0.351303 0.55 -3.36 0.16
C -0.026386 0.247653 0.380190 0.44 1.16 0.74
C -1.602570 -0.689114 -1.489668 0.02 2.42 0.76
N 1.663797 -2.411131 2.223061 0.57 -1.73 -0.66
O -0.215747 -2.121939 1.091589 0.06 0.95 -0.56
S 0.697945 1.871969 0.807538 -0.16 -1.61 -0.49
Br 4.310285 1.759639 -1.260027 -0.30 -0.02 0.16
H 2.483112 -0.446000 1.681299 0.81 0.16 0.65
H 0.079223 -3.997044 1.916327 1.49 1.64 -0.22
H -1.724095 2.006664 -1.909361 -0.18 -0.33 0.05
H 0.232621 3.320699 -1.088708 -0.15 0.65 0.24
H -0.951546 3.371962 0.376383 -0.58 0.97 -0.36
H -0.863799 -1.255725 -1.873812 2.70 -2.19 -1.14
H -2.032272 -0.227446 -2.327234 -1.09 0.53 -1.09
H -2.260877 -1.309310 -1.006925 -1.72 -1.33 1.33

---

78
Properties=species:S:1:pos:R:3:forces:R:3 method="wB97M-V/def2-TZVPD" charge=+3 lumo_energy_ev=-7.16 gap_ev=8.9
Sc -0.444207 -0.097743 0.354555 -0.09 -0.03 -0.19
C -0.965470 3.016599 0.936240 -0.02 0.07 0.00
N 0.209403 2.211155 0.531920 0.03 -0.04 -0.02
C 1.373149 2.429488 1.410236 0.04 0.03 0.02
C 1.429033 1.302422 2.391587 -0.02 0.06 0.03
N 0.723439 0.197591 2.221685 0.03 0.04 -0.03
C 1.052519 -0.635014 3.299948 -0.04 -0.08 0.03
C 0.616063 -1.920599 3.621769 0.02 0.02 0.02
C 1.147111 -2.494322 4.760118 -0.01 -0.01 -0.01
C 2.080152 -1.818303 5.563499 0.02 0.00 0.01
C 2.515212 -0.544955 5.256572 -0.05 -0.04 -0.03
C 1.979579 0.022823 4.105925 0.05 0.04 0.04
N 2.186092 1.260608 3.496073 -0.06 -0.05 -0.08
C -2.160673 2.455628 0.238384 0.05 -0.02 0.08
N -2.173418 1.198696 -0.150631 -0.04 0.04 0.06
C -3.434510 0.981067 -0.707810 -0.01 -0.04 -0.03
C -3.986051 -0.159335 -1.289501 -0.02 0.02 -0.01
C -5.275748 -0.057672 -1.768943 0.01 -0.01 0.00
C -6.002831 1.141496 -1.679671 -0.02 0.01 -0.01
C -5.464844 2.278648 -1.113680 0.03 -0.06 0.01
C -4.165127 2.165465 -0.631503 -0.07 0.05 0.01
N -3.316696 3.085965 -0.019327 0.10 -0.05 0.00
H -0.830438 4.080960 0.725374 0.02 -0.03 -0.03
H -1.089119 2.915421 2.018413 -0.01 0.00 -0.01
H 0.452436 2.458496 -0.423223 -0.01 0.07 0.02
H 1.323077 3.390534 1.929360 0.00 0.00 -0.04
H 2.285946 2.444395 0.811358 -0.01 -0.05 0.01
H -0.127602 -2.430230 3.022637 0.00 0.02 -0.01
H 0.827515 -3.484023 5.057338 0.00 -0.01 0.00
H 2.460136 -2.306827 6.449846 0.01 0.00 0.01
H 3.227000 -0.024607 5.881973 0.01 0.01 0.00
H 2.788381 1.998468 3.829455 0.01 -0.01 0.02
H -3.428264 -1.083599 -1.379269 0.02 0.01 0.01
H -5.742839 -0.915684 -2.232439 0.00 -0.01 0.00
H -7.009820 1.172702 -2.071701 -0.01 0.01 0.00
H -6.027951 3.199301 -1.052285 0.01 0.02 0.00
H -3.522737 4.053910 0.174703 -0.02 0.00 0.00
C -0.512467 0.101009 -4.486600 0.00 0.01 0.05
N 0.740160 -0.209396 -3.787797 0.01 0.00 0.00
C 1.866391 -0.583796 -4.651718 -0.03 0.04 0.07
C 0.811616 -0.190251 -2.481668 -0.04 0.06 0.12
O -0.161961 0.137467 -1.745939 0.01 -0.11 0.07
C 2.118253 -0.544350 -1.789699 0.03 -0.02 -0.07
O 1.911872 -0.531206 -0.374177 -0.05 -0.02 0.03
C 2.313484 -1.730245 0.284785 0.00 -0.02 0.05
C 1.123701 -2.682008 0.337475 -0.09 0.02 0.00
O -0.023081 -2.175200 0.146929 0.21 0.01 0.07
N 1.305112 -3.950008 0.612952 0.00 0.06 -0.01
C 0.154602 -4.847763 0.759788 0.03 0.03 -0.03
C 2.627650 -4.493114 0.961992 -0.08 0.04 -0.02
H -0.735569 -0.711892 -5.175699 -0.01 0.01 0.00
H -0.384743 1.023750 -5.051150 -0.02 -0.01 -0.01
H -1.316830 0.211642 -3.767930 0.00 0.01 -0.02
H 1.806018 0.007817 -5.561800 0.00 -0.01 -0.01
H 1.802645 -1.640350 -4.910274 0.04 0.00 -0.03
H 2.819442 -0.365988 -4.178264 0.01 -0.04 -0.01
H 2.889817 0.188335 -2.038632 -0.02 0.01 0.02
H 2.470357 -1.521339 -2.126534 -0.03 -0.01 0.03
H 2.588316 -1.472181 1.310581 0.00 0.00 -0.04
H 3.190737 -2.163376 -0.191984 -0.02 0.00 -0.04
H -0.688518 -4.447357 0.208142 -0.02 -0.02 0.02
H -0.099873 -4.953199 1.815103 -0.02 -0.02 0.00
H 0.422885 -5.821018 0.357405 -0.02 0.00 0.00
H 3.373370 -4.205354 0.225139 0.04 -0.01 0.03
H 2.558770 -5.576286 0.960493 0.01 0.00 0.01
H 2.923907 -4.159436 1.956586 0.05 -0.01 -0.01
C -4.811622 -2.990773 2.740590 0.05 0.10 -0.03
N -3.776639 -1.971662 2.552765 0.00 0.00 -0.06
C -3.604347 -0.851323 3.323072 0.05 0.03 0.07
C -2.515678 -0.208570 2.825238 -0.05 0.00 0.01
N -2.018445 -0.920604 1.752585 0.04 0.02 -0.09
C -2.813007 -1.975917 1.626357 0.05 -0.03 -0.05
H -5.740137 -2.497223 3.013013 -0.02 -0.03 0.00
H -4.513839 -3.679423 3.527401 -0.04 -0.03 -0.01
H -4.953772 -3.521525 1.803473 -0.01 -0.05 0.03
H -4.255311 -0.625222 4.149446 0.01 0.02 0.02
H -2.055590 0.698372 3.179675 0.00 0.00 0.00
H -2.717675 -2.747869 0.880581 0.01 -0.01 -0.01

---

70
Properties=species:S:1:pos:R:3:forces:R:3 method="wB97M-V/def2-TZVPD" charge=+1 lumo_energy_ev="-3.36 / -3.36" gap_ev="6.8 / 6.8"
Pt 0.836585 0.765031 0.358494 0.84 0.12 0.35
C 1.694223 4.588393 -0.526768 -0.07 -0.06 -0.05
O 2.249891 3.355621 -0.099636 0.15 0.02 0.10
C 3.125692 2.790579 -1.059294 -0.13 0.01 0.13
C 3.953371 1.734502 -0.377764 0.11 -0.11 -0.10
O 3.140077 0.691286 0.209603 -0.04 0.22 -0.06
C 3.514610 0.350255 1.545422 -0.02 -0.06 -0.01
C 2.879796 1.306065 2.518589 0.28 0.00 0.06
O 1.458788 1.143386 2.424538 -0.42 -0.09 -0.59
C 0.757752 2.145319 3.178168 -0.16 0.12 0.07
H 2.481689 5.307423 -0.768801 0.01 0.01 0.00
H 1.058489 4.449704 -1.407042 0.00 0.01 0.00
H 1.096405 4.977700 0.294398 -0.02 -0.01 -0.02
H 2.569276 2.373412 -1.902923 -0.07 0.00 -0.02
H 3.812038 3.557745 -1.436365 0.04 -0.06 -0.07
H 4.618741 1.256954 -1.099377 0.02 0.05 0.00
H 4.556773 2.205720 0.400549 -0.03 -0.05 0.05
H 3.144077 -0.661249 1.718602 0.02 -0.02 0.00
H 4.600082 0.346987 1.655469 0.01 0.01 -0.01
H 3.199610 1.081773 3.539908 -0.10 -0.02 0.01
H 3.140683 2.342106 2.282389 -0.05 -0.01 -0.04
H 1.028286 2.054491 4.230891 0.03 -0.04 -0.03
H 1.018939 3.138839 2.809417 0.00 -0.03 -0.04
H -0.304803 1.963022 3.055811 -0.02 -0.06 -0.02
C -0.871639 -0.880527 -3.245368 -0.04 0.02 0.00
S 0.853879 -0.695773 -2.959437 -0.03 -0.17 -0.18
O 1.547713 -0.547397 -4.188656 0.00 0.00 0.09
O 1.280667 -2.083690 -2.374851 0.11 0.06 0.15
O 1.060027 0.340889 -1.958033 -0.23 0.20 0.49
H -1.055605 -1.907432 -3.553622 0.01 0.02 -0.05
H -1.132275 -0.197712 -4.051680 -0.02 0.05 0.06
H -1.416860 -0.628848 -2.339679 -0.04 -0.03 0.03
C -5.322266 0.798551 -2.627959 0.01 -0.02 0.00
C -4.551633 1.937276 -2.804899 0.00 -0.01 0.00
C -3.388389 2.108616 -2.069461 0.03 0.00 0.06
C -2.973649 1.150365 -1.141023 -0.25 0.22 0.22
C -3.763573 0.005146 -0.974367 0.13 0.00 -0.05
C -4.924874 -0.164118 -1.705505 -0.01 0.01 -0.06
C -1.711675 1.379463 -0.421105 0.27 -0.74 0.44
C -1.090634 0.601230 0.513746 -0.51 1.02 -0.13
C -1.677304 -0.156875 1.630145 0.01 -0.40 -0.27
C -0.927868 -1.116897 2.319962 -0.03 0.02 -0.17
C -1.475882 -1.827358 3.375657 -0.01 0.02 0.03
C -2.784621 -1.584120 3.765836 -0.02 -0.04 0.01
C -3.538334 -0.619904 3.105357 0.05 0.01 0.03
C -2.989592 0.091246 2.054482 0.10 0.17 0.13
H -6.222812 0.654705 -3.209670 -0.02 0.02 0.03
H -4.858579 2.695314 -3.513247 0.02 0.00 -0.01
H -2.786711 2.999758 -2.207968 -0.01 0.00 -0.03
H -3.461578 -0.755253 -0.265678 -0.03 -0.02 -0.08
H -5.527470 -1.050671 -1.556489 0.02 -0.01 -0.02
H -1.161955 2.270351 -0.727241 0.15 -0.23 -0.39
H 0.093355 -1.303454 2.008655 -0.01 -0.07 0.01
H -0.885585 -2.575072 3.888944 0.01 0.01 0.01
H -3.219648 -2.141476 4.584935 0.01 0.00 0.00
H -4.553167 -0.417429 3.421064 0.00 0.00 -0.01
H -3.567552 0.860920 1.559958 -0.01 -0.02 0.02
C 1.456614 -3.963418 0.854845 0.04 -0.02 0.00
C 1.724866 -3.671294 -0.618392 -0.01 -0.04 -0.10
C 1.436404 -4.887609 -1.493389 0.01 0.03 0.01
C 0.883179 -2.483088 -1.031652 -0.12 0.00 0.03
H 2.083396 -4.786035 1.197933 -0.01 -0.01 0.00
H 0.414193 -4.252732 1.010482 0.00 0.02 0.01
H 1.667336 -3.095333 1.485060 0.00 -0.01 0.00
H 2.772981 -3.385033 -0.749141 0.00 0.03 0.05
H 0.408394 -5.228219 -1.344488 0.00 0.00 -0.01
H 2.102870 -5.711694 -1.239437 -0.01 0.00 0.02
H 1.575033 -4.658830 -2.549687 0.00 -0.01 0.00
H -0.180717 -2.743213 -1.045989 0.00 0.01 -0.02
H 1.030487 -1.638366 -0.353195 0.05 -0.02 -0.05

---

The calculation returns the following energy relative to the best compared isomer or geometry (same formula, charge and spin) values, one per record and in order: 45.0, 346.3, 12.8, 97.2 kJ/mol.